No. 1
A 13-piece molecular cluster, C4H35N2O12S overall at a distorted geometry, computed with the ωB97M-V functional and the def2-TZVPD basis.

Last column: natural (NBO) charge in e.
Geometry (Å):
C 2.867 -1.624 1.008  -0.626
C 2.838 -0.452 0.064  -0.070
C 2.529 -0.962 -1.351  -0.528
S 3.822 -2.083 -2.033  -0.722
N 1.830 0.545 0.528  -0.680
C 0.470 0.206 0.884  -0.046
N -0.504 0.628 -0.172  -0.879
H 2.959 -1.281 2.055  0.179
H 3.745 -2.265 0.946  0.251
H 1.990 -2.271 1.046  0.185
H 3.741 0.154 0.007  0.206
H 1.522 -1.383 -1.400  0.184
H 2.603 -0.110 -2.035  0.146
H 1.778 1.259 -0.195  0.367
H 0.271 -0.827 1.101  0.178
H 0.173 0.822 1.739  0.138
H -0.315 1.544 -0.549  0.370
H -1.389 0.530 0.301  0.348
H 1.650 -3.823 -1.043  0.501
H 0.369 -3.854 -1.869  0.494
O 0.726 -4.093 -1.007  -0.999
H -0.453 -3.144 0.823  0.508
H -1.713 -2.667 0.229  0.493
O -1.334 -2.843 1.101  -0.989
H -3.420 2.691 0.445  0.482
H -3.449 1.609 -0.549  0.497
O -3.250 2.542 -0.496  -0.956
H -1.163 3.980 -1.943  0.443
H -1.992 2.870 -1.651  0.497
O -1.172 3.035 -2.158  -0.960
H 2.512 2.675 1.639  0.485
H 2.473 4.016 0.970  0.464
O 3.071 3.454 1.479  -0.955
H 0.606 -1.182 3.188  0.482
H -0.476 -2.046 2.568  0.506
O -0.343 -1.322 3.209  -0.984
H -2.149 -2.133 -2.179  0.482
H -0.752 -1.427 -2.536  0.511
O -1.321 -2.195 -2.659  -0.995
H -1.416 0.105 3.789  0.518
H -2.034 1.383 4.329  0.467
O -2.000 0.846 3.538  -0.988
H -3.810 -1.774 0.157  0.481
H -4.393 -0.849 -1.001  0.484
O -3.772 -1.509 -0.764  -0.961
H 0.642 1.286 -2.978  0.465
H 1.369 0.080 -3.067  0.477
O 0.478 0.389 -3.319  -0.948
H 2.516 3.319 -2.174  0.484
H 1.130 3.939 -1.739  0.477
O 1.902 3.447 -1.449  -0.957
H -3.241 0.947 2.092  0.503
H -3.115 -0.498 1.625  0.479
O -3.606 0.310 1.452  -0.990

Computed properties:
**HOMO energy**: -0.1089 Eh
**E_LUMO**: 1.89 eV
**F_max**: 2.37 eV/A
**Net charge**: -1

=====

No. 2
A 14-piece molecular cluster, C4H35NO14 overall at a distorted geometry, computed with the ωB97M-V functional and the def2-TZVPD basis.

Last column: natural (NBO) charge in e.
Geometry (Å):
N -2.219 -0.703 0.682  -0.798
C -1.206 0.099 1.036  0.742
C -0.712 0.221 2.470  -0.328
C -1.150 1.593 2.971  -0.597
C -1.214 -0.885 3.371  -0.626
O -0.707 0.832 0.148  -0.783
H -2.499 -1.511 1.247  0.442
H -2.443 -0.883 -0.317  0.426
H 0.408 0.236 2.412  0.261
H -0.690 2.407 2.430  0.230
H -2.213 1.733 2.938  0.204
H -0.765 1.723 4.021  0.218
H -0.814 -0.795 4.357  0.223
H -0.978 -1.913 2.991  0.233
H -2.306 -0.849 3.530  0.206
H -1.124 0.732 -1.451  0.501
H -1.916 0.201 -2.578  0.497
O -1.326 0.875 -2.457  -1.007
H -0.481 -2.987 1.081  0.505
H -1.474 -3.633 0.123  0.475
O -1.452 -3.277 0.997  -1.013
H 1.777 2.874 -1.082  0.489
H 0.363 3.143 -0.511  0.504
O 1.306 3.064 -0.256  -1.029
H 1.171 -0.551 -2.991  0.477
H 0.087 0.410 -3.250  0.501
O 1.011 0.170 -3.591  -1.004
H 2.411 0.202 2.470  0.500
H 2.597 -0.146 1.041  0.495
O 2.643 -0.560 1.931  -1.000
H -1.353 2.523 -1.789  0.502
H -1.635 2.766 -0.352  0.474
O -1.244 3.192 -1.069  -0.954
H -0.003 -2.631 -1.814  0.506
H -0.563 -3.687 -2.774  0.490
O -0.759 -3.151 -2.014  -0.972
H -2.024 -2.047 -2.155  0.513
H -3.478 -1.701 -2.730  0.490
O -2.757 -1.385 -2.224  -1.014
H 1.981 1.432 -2.951  0.511
H 2.585 2.817 -3.093  0.491
O 2.465 2.108 -2.465  -1.005
H 0.970 0.748 -0.155  0.531
H 2.249 1.048 -0.949  0.496
O 1.875 0.474 -0.414  -0.962
H 1.592 2.280 1.274  0.514
H 2.614 2.676 2.452  0.487
O 1.927 1.999 2.123  -1.016
H 1.222 -2.246 -0.060  0.472
H 1.618 -1.877 1.347  0.506
O 1.128 -2.492 0.841  -0.985
H 1.652 -0.842 -1.197  0.512
H 2.359 -2.115 -1.874  0.502
O 1.494 -1.712 -1.722  -1.032

Computed properties:
**HOMO energy**: -0.3797 Eh
**E_LUMO**: 0.06 eV
**F_max**: 7.33 eV/A

=====

No. 3
A 14-piece molecular cluster, C4H36N2O14 overall at a distorted geometry, computed with the ωB97M-V functional and the def2-TZVPD basis.

Last column: natural (NBO) charge in e.
Geometry (Å):
N 1.147 1.420 0.349  -0.271
C 0.327 0.458 1.271  -0.235
C -1.003 -0.101 0.840  -0.672
C 0.109 1.171 2.589  0.641
N 0.886 0.759 3.626  -0.603
C 1.850 -0.302 3.628  -0.445
O -0.776 2.017 2.851  -0.635
H 0.725 1.301 -0.575  0.435
H 1.251 2.393 0.630  0.431
H 1.048 -0.376 1.290  0.314
H -0.815 -0.835 -0.064  0.243
H -1.704 0.723 0.624  0.230
H -1.508 -0.857 1.514  0.310
H 0.819 1.191 4.581  0.435
H 1.936 -0.899 2.701  0.219
H 2.925 -0.005 3.921  0.231
H 1.556 -1.017 4.473  0.218
H -2.552 -1.222 -2.363  0.502
H -3.381 -0.940 -1.088  0.531
O -3.088 -0.463 -2.011  -0.993
H -0.389 -3.025 -2.233  0.489
H -0.340 -2.547 -3.678  0.491
O -0.945 -2.816 -2.931  -0.978
H -1.883 -2.043 2.943  0.515
H -0.986 -3.017 1.926  0.496
O -1.875 -2.612 2.127  -0.983
H 3.067 -1.193 -0.856  0.518
H 1.396 -1.008 -1.061  0.516
O 2.160 -1.302 -0.451  -1.026
H -0.499 -0.563 -2.470  0.510
H 0.504 0.526 -2.748  0.483
O 0.457 -0.452 -2.766  -0.977
H -1.274 -0.579 4.160  0.476
H -2.664 0.005 3.989  0.515
O -2.170 -0.845 3.938  -0.939
H 1.852 -3.181 -0.913  0.508
H 1.095 -4.574 -1.117  0.490
O 1.026 -3.634 -1.142  -0.994
H -2.164 0.775 -1.934  0.543
H -1.480 1.727 -0.907  0.459
O -1.267 1.387 -1.740  -1.049
H 3.309 2.069 -1.630  0.472
H 2.371 2.512 -2.763  0.500
O 3.142 1.953 -2.610  -0.956
H 2.097 -0.352 -3.720  0.456
H 3.151 0.472 -3.662  0.477
O 3.004 -0.418 -3.988  -0.950
H -3.585 -3.086 -0.285  0.498
H -2.814 -2.311 0.788  0.512
O -3.492 -2.125 0.014  -0.996
H 0.362 3.813 -1.141  0.512
H -0.034 2.467 -1.809  0.486
O 0.665 3.042 -1.623  -0.990
H 0.707 4.857 1.136  0.510
H -0.099 3.537 1.468  0.499
O 0.167 4.100 0.717  -0.979

Computed properties:
**HOMO energy (spin up / spin down)**: -0.4715 / -0.4715 Eh
**E_LUMO (spin up / spin down)**: -3.06 / -7.96 eV
**Spin multiplicity**: 2
**F_max**: 4.99 eV/A
**Net charge**: +1

=====

No. 4
A 13-piece molecular cluster, C4H36NO12 overall at a distorted geometry, computed with the ωB97M-V functional and the def2-TZVPD basis.

Last column: natural (NBO) charge in e.
Geometry (Å):
C 1.644 -0.062 1.815  -0.672
C 1.354 -0.038 0.334  -0.249
N 1.587 1.370 -0.279  -0.549
C 3.034 1.703 -0.607  -0.225
C 4.100 1.048 0.214  -0.644
H 1.230 -1.056 2.099  0.253
H 1.078 0.676 2.359  0.224
H 2.721 -0.152 2.007  0.229
H 2.017 -0.701 -0.249  0.220
H 0.314 -0.298 0.052  0.274
H 1.293 2.058 0.414  0.444
H 1.099 1.491 -1.204  0.495
H 3.119 2.803 -0.497  0.208
H 3.151 1.596 -1.692  0.228
H 4.238 -0.033 0.122  0.227
H 5.064 1.558 -0.007  0.247
H 3.951 1.289 1.264  0.213
H 0.878 4.917 1.488  0.482
H 1.789 4.144 2.333  0.481
O 0.916 4.059 1.929  -0.956
H 1.106 -2.408 -1.059  0.470
H 1.120 -3.616 -0.074  0.486
O 0.819 -3.310 -0.928  -0.956
H -3.792 0.046 0.404  0.501
H -4.827 -1.068 0.407  0.494
O -4.099 -0.716 -0.106  -0.983
H -1.636 -1.723 3.715  0.490
H -0.445 -0.979 3.582  0.486
O -1.342 -0.818 3.928  -0.937
H -0.821 2.713 1.084  0.485
H -1.644 1.406 1.067  0.504
O -0.997 1.928 0.550  -1.009
H -2.965 -0.543 -4.022  0.484
H -3.587 -0.179 -2.655  0.485
O -2.829 -0.006 -3.237  -0.965
H -2.470 -2.722 -2.594  0.478
H -1.410 -3.523 -3.288  0.493
O -1.572 -2.636 -2.950  -0.946
H -2.268 0.130 2.786  0.521
H -3.294 1.362 2.666  0.494
O -2.842 0.665 2.182  -1.017
H -0.548 -2.197 0.740  0.516
H -0.546 -3.691 1.393  0.485
O -0.230 -2.791 1.461  -1.027
H -2.296 -1.064 -0.531  0.508
H -1.219 -1.876 -1.364  0.513
O -1.376 -1.358 -0.547  -1.018
H 0.675 -0.449 -2.511  0.477
H 1.881 -0.840 -3.397  0.497
O 1.638 -0.481 -2.540  -0.965
H -0.772 0.837 -2.523  0.487
H -1.390 1.902 -1.533  0.511
O -0.601 1.633 -2.004  -0.971

Computed properties:
**HOMO energy**: -0.4853 Eh
**E_LUMO**: -2.28 eV
**F_max**: 2.16 eV/A
**Net charge**: +1

=====

No. 5
A 14-piece molecular cluster, C4H37N2O15 overall at a distorted geometry, computed with the ωB97M-V functional and the def2-TZVPD basis.

Last column: natural (NBO) charge in e.
Geometry (Å):
C -0.016 -1.039 0.622  -0.224
N 0.482 -0.118 -0.387  -0.685
C -0.615 0.407 -1.227  0.101
O -1.514 1.178 -0.509  -0.979
C 0.581 -0.909 2.027  -0.119
C 2.103 -0.955 2.029  -0.060
O 2.592 -2.334 1.865  -0.766
N 0.103 -1.922 3.035  -0.877
H 0.382 -2.010 0.290  0.161
H -1.087 -1.242 0.561  0.204
H 1.175 0.556 -0.097  0.374
H -0.053 1.015 -1.966  0.141
H -1.154 -0.464 -1.639  0.156
H 0.073 0.001 2.371  0.226
H 2.563 -0.559 2.916  0.196
H 2.515 -0.576 1.103  0.203
H 2.264 -2.852 2.615  0.478
H 0.255 -1.542 3.959  0.360
H -0.877 -2.139 2.922  0.362
H -4.556 1.192 -0.797  0.463
H -3.127 0.993 -0.466  0.511
O -4.045 0.811 -0.068  -1.016
H -1.063 1.838 0.781  0.514
H -0.991 2.797 2.051  0.468
O -0.420 2.265 1.484  -1.028
H -1.323 -4.700 0.871  0.458
H -0.107 -4.416 0.059  0.478
O -1.037 -4.677 -0.050  -0.945
H 2.662 2.072 1.880  0.469
H 3.768 1.575 1.144  0.495
O 3.351 1.406 2.015  -0.974
H -4.077 -0.365 1.318  0.509
H -3.069 -1.354 1.954  0.451
O -3.886 -0.877 2.124  -0.977
H -2.275 1.356 -2.511  0.489
H -3.233 2.518 -2.761  0.466
O -3.026 1.627 -3.064  -0.962
H 0.973 4.344 -1.028  0.506
H 1.229 3.882 -2.440  0.466
O 1.722 4.021 -1.621  -1.004
H 3.527 1.424 -1.200  0.473
H 2.764 2.771 -0.863  0.519
O 3.517 2.190 -0.620  -1.002
H -2.072 2.619 -0.406  0.505
H -3.508 3.279 -0.477  0.472
O -2.581 3.500 -0.364  -1.037
H 2.126 -4.615 -0.045  0.474
H 1.915 -3.196 0.486  0.518
O 1.865 -3.738 -0.345  -0.994
H -0.215 -2.404 -4.084  0.469
H -0.193 -3.553 -3.186  0.474
O -0.583 -3.297 -4.033  -0.943
H 2.581 -2.097 -2.419  0.459
H 2.019 -3.375 -1.979  0.492
O 2.227 -2.895 -2.818  -0.980
H -0.841 4.266 -0.135  0.501
H 0.219 3.765 0.843  0.506
O -0.009 4.553 0.274  -0.994

Computed properties:
**HOMO energy**: -0.2169 Eh
**E_LUMO**: 2.34 eV
**F_max**: 3.35 eV/A
**Net charge**: -1